Formula: C3H10NO2P
Source: the OMol25 dataset
Level of theory: ωB97M-V with the def2-TZVPD basis set

Structure (XYZ):
```
17
Properties=species:S:1:pos:R:3:forces:R:3:lowdin_charge:R:1
C -1.795 0.295 1.583 -2.1 -1.6 -0.5 -0.23
C 0.451 -1.893 -0.250 -1.5 -0.2 0.4 0.00
C 2.176 1.021 -1.503 -0.2 0.8 1.9 -0.25
N -0.603 0.444 -1.621 0.3 -0.5 -0.3 -0.30
O -0.823 -0.598 2.148 0.1 1.8 4.6 -0.22
O 1.136 -0.853 -0.150 0.6 -2.8 0.3 -0.29
P 0.510 0.698 -0.531 0.8 2.9 -1.1 0.68
H -2.800 -0.240 1.466 1.1 0.6 0.5 0.10
H -1.566 0.593 0.578 0.6 -0.4 -0.3 -0.03
H -1.974 1.233 2.050 0.2 0.6 1.2 0.06
H -0.746 -0.355 3.249 -0.4 -1.1 -5.0 0.20
H 0.840 -2.933 0.071 -0.4 2.0 -0.5 0.14
H -0.640 -1.689 -0.552 1.6 -0.8 0.1 0.10
H 2.893 1.641 -0.804 -1.3 -1.4 -1.4 0.05
H 2.589 0.036 -1.786 0.1 0.8 -0.2 0.02
H 1.842 1.668 -2.326 0.4 -0.5 0.1 0.01
H -1.490 0.930 -1.624 0.2 -0.2 0.4 -0.04
```
Forces are in eV/Å.

Summary:
* charge: 0
* total energy: -18142.797 eV
* energy relative to the best compared isomer or geometry (same formula, charge and spin): 163.66 kcal/mol

Formula: C3H10NO2S
Source: the OMol25 dataset
Level of theory: ωB97M-V with the def2-TZVPD basis set

Structure (XYZ):
```
17
Properties=species:S:1:pos:R:3:forces:R:3:lowdin_charge:R:1
C 0.178 -0.032 0.390 -3.0 -1.2 -0.7 -0.30
C 1.384 -0.941 0.532 1.6 2.2 0.0 -0.53
S 2.804 0.159 1.064 -0.3 -0.2 1.2 0.62
N -1.023 -1.027 0.343 0.6 2.0 0.9 -0.07
C -2.342 -0.334 0.305 0.4 0.6 1.4 -0.45
O -2.445 0.689 -0.564 1.3 0.8 -1.8 -0.23
H 0.263 0.637 -0.509 0.0 -1.0 0.5 0.10
H -0.126 0.707 1.167 0.8 -0.9 0.2 0.11
H 1.275 -1.904 1.064 0.0 0.8 -0.2 0.08
H 1.880 -0.997 -0.441 -0.9 -1.2 -0.3 0.03
H 2.250 0.690 2.190 0.2 -0.2 -0.4 -0.16
H -0.922 -1.634 -0.443 0.0 -0.2 -0.8 0.07
H -2.548 0.110 1.374 0.5 -1.0 -1.3 0.11
H -3.128 -1.077 0.111 0.2 -0.5 0.2 0.08
H -0.842 1.590 -2.248 1.5 2.1 0.7 -0.15
H -1.713 0.671 -1.583 -1.8 -0.2 -0.4 0.09
O -1.231 1.023 -2.869 -1.1 -2.0 0.8 -0.41
```
Forces are in eV/Å.

Summary:
* charge: -1
* total energy: -19692.272 eV
* energy relative to the best compared isomer or geometry (same formula, charge and spin): 41.63 kcal/mol

Formula: C3H10NO4
Source: the OMol25 dataset
Level of theory: ωB97M-V with the def2-TZVPD basis set

Structure (XYZ):
```
18
Properties=species:S:1:pos:R:3:forces:R:3:lowdin_charge:R:1
O 1.338 -0.396 0.456 0.4 0.8 0.1 -0.07
C 0.631 -0.114 -0.544 -0.5 -0.2 0.0 -0.67
O 0.116 -0.931 -1.335 0.1 -0.1 0.0 -0.05
C 0.258 1.397 -0.758 0.6 -0.9 -0.1 -0.40
C -0.500 1.845 0.470 -1.4 -0.4 0.3 -0.08
N -0.472 1.597 -2.000 -0.1 0.9 0.1 0.01
H 1.199 1.942 -0.829 0.1 0.2 0.0 0.12
H 0.127 1.876 1.357 0.1 0.2 -0.1 0.07
H -1.116 2.739 0.333 0.7 0.5 -0.1 0.06
H -1.299 1.123 0.701 0.3 -0.3 0.0 0.08
H 0.028 1.092 -2.720 -0.2 -0.2 0.0 0.06
H -1.384 1.162 -1.932 0.1 -0.2 0.0 0.06
H -0.504 -1.769 1.703 -0.1 -0.4 -0.6 0.00
H -1.052 -1.864 0.254 0.4 0.2 0.0 0.00
O -1.265 -2.052 1.176 -1.2 0.3 0.3 -0.10
H 1.259 -3.131 0.752 -0.3 -0.4 0.3 0.03
H 1.435 -1.800 1.293 -0.2 -0.1 0.3 -0.01
O 1.203 -2.715 1.624 1.3 0.2 -0.3 -0.13
```
Forces are in eV/Å.

Summary:
* charge: -1
* total energy: -12955.704 eV
* energy relative to the best compared isomer or geometry (same formula, charge and spin): 14.05 kcal/mol

Formula: C3H10NO4
Source: the OMol25 dataset
Level of theory: ωB97M-V with the def2-TZVPD basis set

Structure (XYZ):
```
18
Properties=species:S:1:pos:R:3:forces:R:3:lowdin_charge:R:1
O -2.912 1.462 1.831 0.0 0.0 0.1 0.01
C -1.884 0.849 1.659 -0.1 0.1 -0.1 -0.26
C -0.890 1.138 0.573 -0.2 0.1 0.5 -0.24
N 0.467 1.015 1.081 0.4 -0.4 -0.2 -0.07
C 1.050 -0.376 0.788 -1.9 0.6 -0.8 -0.40
O 0.720 -0.857 -0.436 0.4 0.2 0.1 -0.32
H -1.648 -0.019 2.309 0.1 0.1 0.0 0.12
H -1.070 2.148 0.209 -0.1 0.1 -0.1 0.11
H -1.107 0.421 -0.224 0.2 -0.1 -0.3 0.11
H 1.031 1.693 0.588 0.1 0.0 -0.1 0.07
H 0.514 -0.970 1.538 0.7 -0.4 0.6 0.09
H 2.115 -0.229 0.949 0.4 -0.3 0.4 0.09
H 0.405 1.546 -2.216 0.0 0.0 -0.1 -0.01
H 0.810 0.146 -1.706 0.0 -0.2 -0.1 -0.02
O 0.778 0.720 -2.540 0.1 0.2 0.2 -0.14
H 0.349 -2.518 -0.818 0.0 -0.1 -0.3 -0.01
H 0.930 -2.889 -2.121 -0.1 -0.1 -0.1 0.01
O 0.343 -3.280 -1.464 0.1 0.2 0.3 -0.14
```
Forces are in eV/Å.

Summary:
* charge: -1
* total energy: -12953.922 eV
* energy relative to the best compared isomer or geometry (same formula, charge and spin): 55.13 kcal/mol

Formula: C3H10NO4
Source: the OMol25 dataset
Level of theory: ωB97M-V with the def2-TZVPD basis set

Structure (XYZ):
```
18
Properties=species:S:1:pos:R:3:forces:R:3:lowdin_spin:R:1
C 0.056 -1.431 1.795 -2.2 1.6 -0.9 0.00
N -0.326 -0.137 1.427 1.2 1.3 -0.4 0.02
C 0.639 0.869 0.964 0.4 0.4 1.0 0.08
C 1.233 0.462 -0.403 -0.5 1.0 -1.2 0.08
O 0.272 0.675 -1.372 1.3 0.7 0.7 0.73
O -0.759 -2.321 1.733 1.1 -0.3 0.4 0.01
H 1.082 -1.421 2.163 0.3 -0.6 0.2 0.00
H -1.179 0.025 0.892 -0.3 -0.8 0.6 0.00
H 1.582 0.981 1.565 -1.2 -0.4 0.1 0.01
H 0.174 1.918 0.919 0.6 -1.7 0.1 0.00
H 1.594 -0.523 -0.443 0.0 -1.9 0.4 0.00
H 2.142 1.032 -0.525 0.1 1.1 -0.4 0.02
H -2.509 1.228 -1.103 0.1 -0.4 -0.5 0.00
H -1.034 1.426 -0.540 -1.1 0.3 -0.9 0.00
O -1.973 1.683 -0.460 0.3 0.4 1.2 0.04
H -0.254 -0.686 -1.982 -0.1 -1.0 -0.1 0.00
H -0.278 -2.305 -2.103 0.2 -0.1 0.6 0.00
O -0.462 -1.475 -2.528 -0.4 0.4 -0.8 0.01
```
Forces are in eV/Å.

Summary:
* charge: 0
* total energy: -12950.288 eV
* spin multiplicity: 2
* energy relative to the best compared isomer or geometry (same formula, charge and spin): 27.13 kcal/mol

Formula: C3H10NOP
Source: the OMol25 dataset
Level of theory: ωB97M-V with the def2-TZVPD basis set

Structure (XYZ):
```
16
Properties=species:S:1:pos:R:3:forces:R:3:lowdin_charge:R:1
C -1.225 -0.389 -0.373 3.6 -0.5 -1.0 -0.07
C -0.607 2.041 0.027 -0.5 2.0 1.2 -0.12
C -0.233 0.616 0.269 -0.5 -0.4 -0.8 -0.55
N 1.115 0.372 -0.306 0.1 1.1 1.5 -0.01
O 1.969 -3.512 0.119 0.8 -1.1 0.1 -0.56
P 1.321 -3.996 1.507 -0.2 -0.5 0.8 0.60
H -2.172 -0.007 -0.352 -2.7 0.6 0.2 0.03
H -0.946 -0.708 -1.438 -0.3 0.7 1.4 0.10
H -1.033 -1.226 0.264 -0.8 -1.1 0.1 0.05
H -0.691 2.203 -1.028 0.0 0.4 -0.7 0.07
H 0.053 2.811 0.486 0.5 -0.8 -0.6 0.08
H -1.521 2.436 0.495 -0.5 -0.9 -0.2 0.08
H -0.280 0.405 1.344 0.6 0.0 -0.1 0.13
H 1.036 0.791 -1.287 1.0 -0.3 2.0 0.10
H 1.501 -2.753 -0.160 -0.6 1.7 -1.0 -0.06
H 1.712 0.916 0.432 -0.6 -0.9 -2.8 0.11
```
Forces are in eV/Å.

Summary:
* charge: 0
* total energy: -16096.654 eV
* energy relative to the best compared isomer or geometry (same formula, charge and spin): 88.84 kcal/mol

Formula: C3H10NOPS
Source: the OMol25 dataset
Level of theory: ωB97M-V with the def2-TZVPD basis set

Structure (XYZ):
```
17
Properties=species:S:1:pos:R:3:forces:R:3:lowdin_charge:R:1
C 1.875 1.803 1.468 0.8 1.1 -1.7 -0.16
C -1.046 -2.151 -1.108 -1.0 -1.0 -2.4 -0.33
C 0.804 1.473 0.445 0.6 -1.4 -1.3 -0.33
N -1.013 -0.717 -1.335 3.9 0.3 0.8 -0.12
O 2.028 -0.351 -1.292 0.4 0.9 -0.7 -0.27
P 0.970 -0.347 -0.112 -2.7 0.0 -0.7 0.37
S 1.474 -1.767 1.085 -0.6 0.5 0.1 0.29
H 2.606 1.047 1.417 1.1 -0.9 0.4 0.03
H 2.440 2.742 1.305 -0.7 -0.3 0.0 0.09
H 1.438 1.797 2.411 -0.5 0.1 1.8 0.05
H -0.239 -2.712 -1.645 -0.4 0.9 0.3 0.08
H -0.939 -2.355 -0.088 -0.2 -0.9 1.6 -0.02
H -1.994 -2.630 -1.536 0.9 0.8 0.7 0.09
H 0.830 2.055 -0.508 -0.3 -0.3 0.9 0.09
H -0.148 1.451 0.929 -0.9 0.5 -0.2 0.06
H -1.701 -0.265 -0.765 -0.5 0.2 0.6 0.00
H 2.123 0.553 -1.626 0.1 -0.2 -0.4 0.07
```
Forces are in eV/Å.

Summary:
* charge: 0
* total energy: -26933.864 eV
* energy relative to the best compared isomer or geometry (same formula, charge and spin): 60.66 kcal/mol

Formula: C3H10NOPS
Source: the OMol25 dataset
Level of theory: ωB97M-V with the def2-TZVPD basis set

Structure (XYZ):
```
17
Properties=species:S:1:pos:R:3:forces:R:3:lowdin_spin:R:1
C 2.587 -0.329 0.666 -1.7 -1.3 0.4 0.07
C 0.200 -1.235 0.860 -5.7 -5.1 0.5 0.79
C 1.048 -0.228 0.876 8.0 9.3 0.7 0.74
N -2.891 -0.077 -2.666 -2.6 -2.6 0.7 0.00
O -1.026 0.591 -1.135 -0.8 0.6 0.2 0.03
P 0.733 1.448 1.728 0.6 -2.1 -1.0 0.14
S -2.608 1.047 -1.500 0.6 -0.4 0.3 0.00
H 3.071 0.022 1.620 0.1 -0.7 -0.9 0.03
H 2.879 -1.393 0.322 -0.1 1.9 0.6 0.00
H 2.747 0.423 -0.092 0.8 0.0 -0.4 0.02
H -0.778 -1.005 1.180 -1.2 -0.3 0.0 0.05
H 0.442 -2.207 0.590 0.5 -1.7 -0.2 0.06
H -0.526 1.273 -1.579 0.8 0.1 -0.1 0.00
H -3.146 0.224 -3.591 0.2 0.3 -0.2 0.00
H -3.572 -0.871 -2.344 1.9 2.0 -0.9 0.00
H -0.539 1.010 2.034 -0.8 0.3 0.7 0.00
H 1.380 1.307 3.032 -0.4 -0.2 -0.3 0.06
```
Forces are in eV/Å.

Summary:
* charge: 0
* total energy: -26927.748 eV
* spin multiplicity: 3
* energy relative to the best compared isomer or geometry (same formula, charge and spin): 87.88 kcal/mol

Formula: C3H10NOS
Source: the OMol25 dataset
Level of theory: ωB97M-V with the def2-TZVPD basis set

Structure (XYZ):
```
16
Properties=species:S:1:pos:R:3:forces:R:3:lowdin_charge:R:1
C 0.166 1.783 2.122 1.4 -0.3 -0.1 -0.23
C -0.111 0.691 1.056 0.3 0.8 -2.3 -0.61
S -1.858 0.094 1.307 -0.3 0.2 -0.4 0.58
H 1.268 1.846 2.309 -0.8 -0.2 0.0 0.07
H -0.357 1.729 3.083 0.1 -0.6 -0.2 0.04
H -0.088 2.760 1.752 -0.3 0.4 -0.5 0.04
H 0.114 1.179 -0.059 -0.7 -1.7 3.0 0.13
H 0.505 -0.257 1.092 -0.5 1.4 0.1 0.06
H -2.565 0.320 0.153 0.9 0.0 0.4 -0.17
N 0.950 -2.024 -2.521 0.6 0.5 -0.3 -0.08
C 0.888 -0.608 -1.904 -2.3 -1.1 1.4 -0.67
O 1.935 -0.054 -1.321 -0.2 0.0 -1.2 -0.34
H 1.616 -2.042 -3.314 -0.2 0.0 0.8 0.02
H 1.305 -2.629 -1.773 0.2 0.2 -0.5 0.02
H 0.175 -0.073 -2.648 1.4 0.1 0.2 0.08
H 0.076 -0.890 -1.124 0.4 0.3 -0.3 0.05
```
Forces are in eV/Å.

Summary:
* charge: -1
* total energy: -17644.803 eV
* energy relative to the best compared isomer or geometry (same formula, charge and spin): 60.88 kcal/mol

Formula: C3H10NOS
Source: the OMol25 dataset
Level of theory: ωB97M-V with the def2-TZVPD basis set

Structure (XYZ):
```
16
Properties=species:S:1:pos:R:3:forces:R:3:lowdin_charge:R:1
C 0.409 -1.662 -0.686 0.0 0.9 1.5 -0.21
C 0.573 -0.604 -1.777 1.1 -1.4 -0.4 -0.55
S 2.339 -0.692 -2.434 -0.6 0.7 0.3 0.57
H -0.031 -1.153 0.181 -0.7 -0.1 -0.4 0.03
H -0.208 -2.514 -0.946 0.0 -0.1 -0.2 0.06
H 1.342 -1.996 -0.226 0.3 -0.2 -0.7 0.04
H 0.339 0.398 -1.439 -0.1 0.0 0.1 0.05
H -0.006 -0.886 -2.651 -0.3 0.3 0.0 0.04
H 2.786 0.159 -1.491 0.2 -0.2 -0.2 -0.16
N -0.128 1.333 2.004 -1.1 0.9 -0.5 -0.05
C -1.496 1.415 1.266 0.3 0.0 -0.7 -0.62
O -1.465 0.756 0.123 -0.1 -0.6 0.1 -0.33
H -0.035 0.330 2.029 0.3 -0.4 0.1 0.00
H -0.418 1.599 2.939 0.4 0.0 0.5 0.00
H -1.783 2.471 1.045 0.4 0.3 0.8 0.06
H -2.216 1.049 2.063 -0.2 -0.1 -0.3 0.06
```
Forces are in eV/Å.

Summary:
* charge: -1
* total energy: -17645.286 eV
* energy relative to the best compared isomer or geometry (same formula, charge and spin): 49.74 kcal/mol